1.
C8H33NO9 | wB97M-V/def2-TZVPD

Results
* HOMO level: -7.0 eV
* frontier orbital gap: 0.249 Eh
* LUMO: -0.256 eV

The geometry in ORCA input format:
```
! RIJCOSX wB97M-V def2-TZVPD def2/J DEFGRID3
* xyz 0 1
O -1.19300 -1.42072 0.96127
N -1.87750 1.83343 -1.20552
H -1.44911 3.82893 -1.16916
H 0.56485 -1.28617 -0.72747
H 0.65052 -0.59528 1.20975
C -0.01272 2.79143 0.13512
C 1.34529 -0.09728 0.53345
H 1.47714 -2.63936 0.51422
H 2.69555 -2.10927 -0.21129
O 0.90375 -0.05926 -0.79156
H -0.41256 -2.06918 0.12308
H -1.06372 -0.47703 1.05595
H -0.87803 -2.36709 -3.40405
C 1.39193 -1.73347 3.16640
H -2.55087 -2.03808 -3.33542
H 1.50188 -0.65507 3.05210
H -1.33849 0.48505 0.31208
H 0.40068 3.63303 0.69092
H 0.49781 3.48383 -2.53001
O 2.43315 -2.68631 0.50592
H 1.75894 4.04244 -1.49132
H -2.18762 3.15353 0.17360
H -2.78128 -1.22809 -0.38480
C -1.66086 -2.06841 -2.70687
O 0.35657 -2.17412 -0.43695
C 1.30272 3.13364 -1.88380
O -1.54787 -0.78699 -2.09432
H -1.11990 1.42524 -1.73421
C -2.62270 -0.45648 -1.13817
C -2.23895 0.70633 -0.26089
H -3.07770 0.95980 0.38745
H -1.73831 0.89149 1.93914
H 3.47990 -1.02082 -1.28599
O -0.87377 0.48064 1.94261
O 0.94446 2.23307 -0.81759
H -0.10049 2.11203 0.98295
H 1.99446 -0.80066 -1.09398
H 2.32205 -0.57063 0.63338
H 0.45921 -1.87068 3.71349
H -3.58486 -0.20856 -1.58637
C -1.35708 2.96770 -0.50741
O 2.68507 -1.45219 -0.97232
H 2.66461 -2.06129 4.58874
H 0.55948 0.82553 -0.93371
H 2.15870 2.78834 -2.46359
H -0.28213 1.16906 2.24640
H -1.71978 -2.85627 -1.95593
O 2.45957 -2.37514 3.70497
H 1.53264 0.90227 0.92576
H 1.12065 -2.07848 2.16867
H -1.99203 -1.60425 1.45532
*
```

---

2.
C11H15N | wB97M-V/def2-TZVPD

Results
* HOMO level: -7.7 eV
* frontier orbital gap: 0.316 Eh
* LUMO: 0.912 eV

The geometry in ORCA input format:
```
! RIJCOSX wB97M-V def2-TZVPD def2/J DEFGRID3
* xyz 0 1
H -0.53378 0.05088 -3.76869
N 0.67915 2.27471 0.20115
C 0.85339 0.04046 -0.13627
C -2.14306 -1.90199 1.59794
H -3.46337 -2.13164 -0.23742
H -1.56554 -1.13994 2.20225
C -2.71474 -1.42077 0.22650
H -3.39910 -0.58247 0.29368
H 0.08494 3.10078 0.25361
H 1.11044 -2.09307 -0.46772
C -0.21595 1.29409 -1.94616
C -0.19383 0.11659 -2.63753
H 0.69328 -1.03603 2.69836
H -0.76014 2.17953 -2.11730
C 0.33975 1.21513 -0.67784
C 1.48585 -0.37414 2.46999
H 0.95314 2.41449 2.26465
H -3.02999 -2.41478 2.16415
C 1.00834 1.75164 1.41448
H 0.20682 -1.97924 -2.82683
C 1.19014 0.36513 1.24016
C 0.76605 -1.17155 -0.81426
H -1.93732 -1.39214 -0.48845
H 2.38538 -0.96507 2.37413
C 0.28447 -1.16421 -2.13809
H 1.85167 0.18380 3.31647
H -1.31290 -2.62033 1.33749
*
```

---

3.
C2H3NiO | wB97M-V/def2-TZVPD

Results
* HOMO level (spin up / spin down): -8.9 / -8.9 eV
* <S²>: 3.77
* frontier orbital gap (spin up / spin down): 0.305 / 0.272 Eh
* LUMO (spin up / spin down): -0.586 / -1.486 eV

The geometry in ORCA input format:
```
! RIJCOSX wB97M-V def2-TZVPD def2/J DEFGRID3
* xyz 0 4
Ni 1.74545 0.81857 -0.15575
C -0.23187 0.77444 -0.28901
O 2.29740 -0.82226 0.49001
C -0.73628 -0.46513 0.00958
H -0.52103 -1.32063 -0.64692
H -1.63947 -0.58727 0.62866
H -0.91420 1.60227 -0.03659
*
```

---

4.
C5H14ClOSnTi | wB97M-V/def2-TZVPD

Results
* HOMO level (spin up / spin down): -8.1 / -8.8 eV
* <S²>: 0.75
* frontier orbital gap (spin up / spin down): 0.303 / 0.261 Eh
* LUMO (spin up / spin down): 0.165 / -1.692 eV

The geometry in ORCA input format:
```
! RIJCOSX wB97M-V def2-TZVPD def2/J DEFGRID3
* xyz 0 2
H -0.29668 0.00460 -4.01674
C 2.05250 1.25694 -2.56674
H -2.77050 -2.29681 1.35369
C -0.36892 -0.75628 -3.22250
C -2.57557 -1.24144 1.56956
H 1.62521 1.58834 -3.52481
Ti 1.12132 -0.39820 -1.90840
H 0.95818 1.06054 0.37370
H 0.63838 -0.21695 4.61158
H -0.23986 -1.76226 -3.65053
H -2.93733 -0.96550 2.56562
H 3.12205 1.02362 -2.68051
C 0.21548 0.68386 4.13968
H -1.33480 -0.67662 -2.70598
H 1.90227 2.02138 -1.79143
H -0.65765 0.90287 -0.35227
H -3.00545 -0.59616 0.79848
H -0.52670 1.13491 4.81409
Sn -0.40063 -1.01177 1.59149
Cl 2.65610 -1.94387 -2.25587
O -0.43653 0.44378 2.92398
H 1.01346 1.42642 3.99350
C 0.24567 0.31862 -0.05959
*
```